[1]
C59H49AsFN4O5RbS2Si | ωB97M-V/def2-TZVPD

Output
net charge = -2
LUMO = 3.5 eV
gap between HOMO and LUMO = 5.0454 eV
HOMO level = -1.5 eV
spin multiplicity = 1

Element x y z (Å)
Rb: 0.36881 -0.46189 -0.82379
C: 0.21608 6.15956 -5.21713
C: -0.10799 6.52238 -3.76390
C: 0.82631 7.65240 -3.32606
C: 0.79526 7.84683 -1.81484
C: 1.20349 6.55586 -1.16688
C: 1.97130 6.52972 -0.01663
C: 2.32967 5.31022 0.53804
F: 3.11368 5.33010 1.64361
C: 1.94871 4.11601 -0.02296
C: 1.18004 4.12462 -1.19320
C: 0.79953 2.84520 -1.81907
O: 1.39755 1.80624 -1.54570
C: -0.29466 2.97397 -2.76078
C: -0.58534 4.18840 -3.26502
N: 0.04439 5.35360 -2.91217
C: 0.80985 5.35319 -1.77107
C: -1.17770 1.79187 -3.25928
O: -1.72425 1.97043 -4.35243
O: -1.28456 0.82070 -2.49017
H: 0.16193 7.04850 -5.84290
H: -0.46973 5.41583 -5.60646
H: 1.22104 5.74780 -5.27314
H: -1.15352 6.86400 -3.69928
H: 0.54254 8.57241 -3.84470
H: 1.84644 7.39725 -3.62447
H: -0.21316 8.13638 -1.49979
H: 1.47827 8.64835 -1.52309
H: 2.29267 7.44840 0.44928
H: 2.22601 3.17019 0.41262
H: -1.36936 4.26629 -4.00424
C: 0.57735 4.95486 4.86342
C: 1.84951 4.53794 4.50579
C: 2.03555 3.30717 3.90373
C: 0.97184 2.44039 3.65887
C: -0.29971 2.89193 4.01735
C: -0.50183 4.12109 4.61216
Si: 1.12953 0.76188 2.70102
C: 3.08043 0.60236 2.67239
C: 3.74851 0.75657 1.46071
C: 5.12052 0.60891 1.35897
C: 5.87080 0.29181 2.47801
C: 5.23095 0.13627 3.69635
C: 3.85684 0.29312 3.78745
C: 0.83489 -0.45854 4.18830
C: 0.79856 -0.06955 5.52649
C: 0.67309 -0.99237 6.54972
C: 0.59272 -2.34544 6.26312
C: 0.58302 -2.75273 4.93805
C: 0.68170 -1.81720 3.92442
H: 0.42237 5.92122 5.33028
H: 2.70109 5.17960 4.69884
H: 3.03645 3.00774 3.62334
H: -1.14857 2.24881 3.82087
H: -1.50437 4.43792 4.88235
H: 3.17850 0.98497 0.56727
H: 5.60993 0.72803 0.40081
H: 6.94497 0.16568 2.40375
H: 5.81216 -0.11391 4.57832
H: 3.37422 0.16844 4.75014
H: 0.87876 0.98322 5.76826
H: 0.64914 -0.65748 7.58121
H: 0.53095 -3.06862 7.06880
H: 0.49814 -3.80336 4.68952
H: 0.64392 -2.15071 2.89557
C: -3.10864 -2.50438 -7.01762
C: -1.84273 -2.08155 -6.65365
C: -1.53388 -1.87862 -5.31767
C: -2.47934 -2.10090 -4.32760
C: -3.74468 -2.53512 -4.71008
C: -4.06560 -2.72518 -6.03966
As: -2.02118 -1.89911 -2.41445
C: -3.73781 -1.09797 -1.96432
C: -4.35994 -1.35512 -0.74945
C: -5.56818 -0.75858 -0.42960
C: -6.15401 0.13654 -1.30726
C: -5.51380 0.44268 -2.49738
C: -4.31471 -0.16524 -2.82098
C: -2.38559 -3.82632 -2.21792
C: -3.50049 -4.46947 -1.70441
C: -3.54530 -5.85178 -1.63041
C: -2.47850 -6.61102 -2.07674
C: -1.36541 -5.98142 -2.60957
C: -1.33112 -4.60461 -2.68011
H: -3.35794 -2.65942 -8.05992
H: -1.09691 -1.89918 -7.41754
H: -0.55168 -1.52289 -5.02805
H: -4.49536 -2.71360 -3.94748
H: -5.06558 -3.03849 -6.31709
H: -3.86134 -2.00821 -0.04877
H: -6.05278 -0.98701 0.51252
H: -7.09917 0.60740 -1.06134
H: -5.95258 1.16324 -3.17543
H: -3.79955 0.10401 -3.73401
H: -4.34052 -3.89107 -1.33983
H: -4.41556 -6.34139 -1.20711
H: -2.50962 -7.69173 -2.00499
H: -0.51189 -6.55217 -2.94488
H: -0.45106 -4.10449 -3.07349
N: 3.91616 -4.68839 4.67772
C: 3.39553 -4.42474 3.41054
C: 3.41005 -3.12423 2.90466
C: 2.87459 -2.85415 1.66125
C: 2.35000 -3.88483 0.90589
C: 2.39632 -5.18872 1.36374
C: 2.91348 -5.46306 2.61479
S: 1.45084 -3.53148 -0.60173
O: 2.12539 -2.44202 -1.26826
O: 1.36981 -4.76972 -1.34251
N: 0.03521 -2.95925 -0.14984
C: -0.90132 -3.57682 0.51113
S: -0.69094 -5.17132 1.31072
C: -2.31739 -5.02727 1.90857
C: -2.86501 -3.87062 1.48313
N: -2.08471 -3.07574 0.71354
H: 3.86937 -3.88805 5.29220
H: 3.53754 -5.52480 5.09960
H: 3.80904 -2.31830 3.50192
H: 2.84167 -1.84600 1.27627
H: 2.01050 -5.96871 0.72528
H: 2.91750 -6.47920 2.98835
H: -2.73554 -5.77153 2.55453
H: -3.87088 -3.55371 1.70481

---

[2]
C3H7N3O2 | ωB97M-V/def2-TZVPD

Output
net charge = 0
SMILES = NC(=O)C/N=C\NO
LUMO = 0.3 eV
gap between HOMO and LUMO = 9.6765 eV
HOMO level = -9.4 eV
spin multiplicity = 1

Element x y z (Å)
N: -0.91721 2.01124 -1.03930
C: -0.67940 1.33865 0.17477
O: -1.33332 1.42999 1.24061
C: 0.74343 0.67608 0.22661
N: 1.22934 -0.30940 -0.75230
C: 0.95638 -1.42223 -0.37916
N: 0.21537 -2.06826 0.48649
O: -0.86288 -1.15883 0.71958
H: -0.23618 1.37787 -1.53782
H: -2.00388 1.87515 -1.21172
H: 0.66072 0.43505 1.20303
H: 1.48639 1.55110 0.22217
H: 1.71865 -2.28561 -0.89634
H: -0.46136 -3.01044 0.07612
H: -0.51603 -0.44037 1.46725

---

What is the formula in the first record?
C59H49AsFN4O5RbS2Si

---

Look up the spin multiplicity of the first one.
1

---

Look up the gap between HOMO and LUMO of the second one.
9.6765 eV